1.
The following is a quantum chemistry calculation of a molecular structure, C29H48Cl2N3NiO4Si, from the OMol25 dataset.

Its multiplicity is 3. As for the expectation value of S²: 2.007. For the total energy, the calculation gives -4317.34090 hartree. Its energy relative to the best compared isomer or geometry (same formula, charge and spin) is 0.557 eV. The HOMO-LUMO gap (spin up / spin down) is 6.250 / 6.813 eV. Its charge is -1. The highest occupied orbital energy (spin up / spin down) comes out at -4.265 / -4.828 eV.

Last column: Löwdin charge in e.
Atoms and positions in Å:
C (2.880169, -2.372314, -2.276300)  -0.0526
C (2.740128, -1.612145, -3.551788)  -0.2172
H (2.051801, -3.088178, -2.153374)  0.0782
H (2.914456, -1.708585, -1.402096)  0.0412
H (3.812183, -2.958524, -2.286479)  0.0893
C (2.757030, -2.252390, -4.738481)  -0.1612
C (2.934048, -3.717601, -4.923800)  -0.1185
H (2.695499, -1.687477, -5.669399)  0.1045
H (2.334938, -4.326746, -4.232066)  0.0690
H (3.982660, -4.023563, -4.797093)  0.0764
H (2.650328, -3.994008, -5.944614)  0.0623
Ni (2.960307, 0.751692, -0.710452)  0.3969
Cl (5.146225, 0.490775, -0.701136)  -0.0704
C (0.563513, 3.551718, -0.308976)  -0.2853
O (0.792252, 2.343185, -0.468613)  -0.0476
N (-0.532810, 4.042253, 0.311785)  -0.1783
C (-1.449633, 3.141823, 1.005868)  -0.0234
C (-0.815882, 5.471547, 0.292335)  -0.0629
H (1.245092, 4.343042, -0.683200)  0.1457
H (-0.994489, 2.726089, 1.915427)  0.0844
H (-1.753309, 2.314479, 0.349572)  0.0640
H (-2.323334, 3.733657, 1.289063)  0.0828
H (0.076911, 6.042453, 0.575838)  0.0844
H (-1.621337, 5.675769, 1.000859)  0.0788
H (-1.117724, 5.804857, -0.711306)  0.0858
H (-3.636914, 2.281854, 6.963243)  0.0951
H (-1.573862, 0.653384, 8.505561)  0.0902
C (-3.754112, 1.236884, 6.641183)  -0.0522
C (-1.988886, -0.082514, 7.798032)  -0.0631
N (-2.479601, 0.547080, 6.579799)  -0.2075
H (-4.224318, 1.225769, 5.654636)  0.0897
C (-1.667123, 0.731315, 5.511827)  -0.3261
O (-1.973137, 1.376181, 4.506270)  -0.0058
H (-1.196860, -0.790607, 7.527979)  0.0859
H (-0.683287, 0.228555, 5.637169)  0.1355
H (-4.378970, 0.716895, 7.371703)  0.0800
H (-2.817987, -0.606037, 8.289406)  0.0828
H (-0.577513, -3.006202, 2.730083)  0.0955
H (-0.643597, -4.017156, 0.188272)  0.0845
C (-0.974977, -4.018711, 2.923018)  -0.0592
C (-1.233831, -4.845890, 0.601297)  -0.0468
N (-1.856404, -4.446180, 1.850788)  -0.2079
H (-1.541126, -4.015894, 3.864309)  0.0810
C (-3.209557, -4.384758, 1.970480)  -0.3304
O (-3.980724, -4.597677, 1.036200)  -0.0161
H (-1.994772, -5.166170, -0.108793)  0.0845
H (-3.545465, -4.122933, 2.998737)  0.1324
H (-0.139352, -4.723864, 3.002428)  0.0865
H (-0.547359, -5.677795, 0.791267)  0.0868
O (2.408598, 0.547720, -2.357031)  -0.3324
C (2.766537, -0.053586, -3.541660)  -0.3693
C (0.792388, -0.044452, -5.181511)  -0.0542
C (1.845545, 0.626173, -4.561860)  -0.1688
H (0.629341, -1.100954, -4.959705)  0.0987
C (0.010085, 0.613002, -6.144008)  -0.0999
H (3.802821, 0.221539, -3.849908)  0.1467
C (2.041152, 1.985766, -4.788396)  -0.0322
H (-0.764231, 0.046622, -6.669475)  0.0947
C (0.243186, 1.960878, -6.418890)  -0.1198
C (1.238040, 2.660859, -5.712028)  -0.0918
H (2.825771, 2.502194, -4.232734)  0.1214
H (-0.344267, 2.472794, -7.190635)  0.0904
H (1.400098, 3.721855, -5.886031)  0.0902
Si (-2.489300, -0.245519, -1.707349)  0.0405
Cl (-4.400855, -0.058843, -1.163531)  0.3584
C (-2.382984, -1.533420, -3.071850)  -0.2127
C (-1.818403, 1.412051, -2.352629)  -0.1973
C (-1.406614, -0.680745, -0.215495)  -0.1934
H (-2.583760, -1.086133, -4.058708)  0.0268
H (-3.103369, -2.346191, -2.915733)  0.0208
H (-1.373336, -1.969160, -3.111308)  0.0273
H (-1.465707, -1.748829, 0.046429)  0.0074
H (-1.742448, -0.105635, 0.665558)  0.0253
H (-0.348794, -0.422762, -0.402655)  0.0346
H (-1.954396, 1.504202, -3.437854)  0.0231
H (-0.739873, 1.462438, -2.143371)  0.0198
H (-2.315092, 2.269828, -1.874219)  0.0177
C (2.462983, 1.519575, 4.180663)  -0.1476
C (3.710990, 1.454320, 3.558228)  -0.1218
C (3.788390, 1.209726, 2.163532)  -0.1861
C (2.645163, 1.002703, 1.414440)  -0.2327
C (1.407768, 1.013533, 2.035574)  -0.1581
C (1.310468, 1.323779, 3.417585)  -0.1186
H (2.387716, 1.724859, 5.255552)  0.0810
H (4.629100, 1.591545, 4.131265)  0.0806
H (4.765128, 1.166060, 1.689069)  0.0061
H (0.490603, 0.787940, 1.493298)  0.0534
H (0.322227, 1.406921, 3.880900)  0.0503

Atoms 1-2, force components in eV/Å:
0.1 -0.1 0.5
0.2 0.5 -1.3

2.
The following is a quantum chemistry calculation of 2 unconnected molecules or ions with the total composition C29H48F2N2O5PS2, from the OMol25 dataset.

For the total energy, the calculation gives -2956.01449 hartree. The HOMO-LUMO gap is 7.133 eV. Its charge is +1. The highest occupied orbital energy comes out at -10.639 eV.

Last column: Löwdin charge in e.
Atoms and positions in Å:
C (0.919735, 3.180203, 4.338915)  -0.1352
C (2.439919, 2.643516, 3.896072)  -0.2300
C (2.199562, 1.195892, 3.093065)  -0.1688
C (1.634848, 1.526520, 1.548455)  -0.1433
N (2.221168, 0.617191, 0.494431)  -0.0589
C (2.693453, 1.422814, -0.687202)  -0.2295
C (3.920240, 0.773175, -1.572302)  -0.1625
C (5.304741, 0.494217, -0.741624)  -0.2473
C (5.861053, 1.759966, 0.137790)  -0.1246
C (1.455296, 1.985168, -1.661530)  -0.0369
C (0.132054, 1.017942, -1.661768)  -0.2355
O (-0.835827, 1.597024, -0.727892)  -0.2102
C (-1.976028, 2.224104, -1.443054)  -0.1738
C (-3.032204, 2.697842, -0.236521)  -0.1799
C (-3.972720, 1.444029, 0.299251)  -0.1362
C (0.649448, -0.496703, -1.326470)  -0.1474
N (-0.309303, -1.611675, -1.639546)  0.0486
C (-1.690790, -1.185357, -2.026011)  -0.1728
O (-2.635176, -1.177723, -1.044206)  0.0398
F (-2.148986, -0.710631, -3.362702)  0.0191
C (0.207117, -2.423706, -2.844867)  -0.1612
O (0.468925, -3.731830, -2.774950)  0.0812
F (0.474930, -1.759557, -4.171582)  -0.0011
C (1.407786, -0.634628, 0.162598)  -0.3727
C (2.402885, -1.966235, -0.031629)  -0.1509
C (3.000345, -2.601438, 1.338882)  -0.1785
C (4.072287, -1.936523, 2.385392)  -0.0552
C (4.638597, -2.721843, 3.748068)  -0.0439
C (4.154295, -4.255006, 4.108493)  -0.0140
C (3.102349, -4.972418, 3.059395)  -0.1606
C (2.546030, -6.539637, 3.236561)  -0.1081
C (2.552052, -4.164601, 1.741986)  -0.0033
P (0.217512, -1.198619, 1.563638)  0.4178
S (-0.648829, -2.899466, 1.345886)  0.2418
H (0.459363, 2.461395, 5.164922)  0.0926
H (0.933762, 4.253422, 4.811077)  0.0839
H (0.172073, 3.202787, 3.438470)  0.0697
H (2.960487, 3.452648, 3.213965)  0.1088
H (3.081110, 2.518860, 4.869016)  0.1165
H (3.244466, 0.669901, 3.088949)  0.0920
H (1.381695, 0.630259, 3.745478)  0.1090
H (0.444434, 1.609685, 1.527456)  0.1277
H (1.954112, 2.674633, 1.430202)  0.1491
H (3.109876, 0.231557, 0.938856)  0.1407
H (3.193208, 2.440752, -0.301704)  0.1562
H (3.651963, -0.181350, -2.183012)  0.1076
H (4.194075, 1.606666, -2.383592)  0.1456
H (5.128114, -0.477815, -0.071208)  0.0937
H (6.115419, 0.158837, -1.544372)  0.1318
H (7.053605, 1.741584, 0.195066)  0.1030
H (5.480259, 2.780999, -0.289728)  0.0835
H (5.503728, 1.571105, 1.259901)  0.0761
H (1.209473, 3.099043, -1.339838)  0.1462
H (1.865906, 2.060197, -2.774762)  0.1430
H (-0.321633, 1.110882, -2.762342)  0.1760
H (-1.660674, 3.229373, -1.996751)  0.1455
H (-2.582407, 1.486519, -2.120094)  0.1082
H (-2.322778, 2.971936, 0.683511)  0.1091
H (-3.700097, 3.608560, -0.558108)  0.1200
H (-4.659586, 0.982989, -0.533026)  0.0306
H (-3.323546, 0.577891, 0.789796)  0.0692
H (-4.698117, 1.815508, 1.170791)  0.0963
H (1.547959, -0.681259, -2.096241)  0.1609
H (1.741301, -2.824783, -0.534430)  0.1163
H (3.289634, -1.788189, -0.764637)  0.1163
H (4.496735, -0.867892, 2.186410)  0.0434
H (5.414775, -2.211259, 4.491722)  0.0935
H (4.519075, -4.896066, 5.019322)  0.0974
H (1.410308, -6.462787, 3.506024)  0.0844
H (2.633288, -7.092501, 2.182025)  0.0956
H (3.135615, -7.131192, 4.070389)  0.0869
H (1.783491, -4.719276, 1.016524)  0.0961
H (1.011782, -1.297097, 2.796942)  0.0123
H (-0.807260, -0.167109, 1.718599)  0.0099
C (-8.041420, -0.352700, -3.530147)  -0.2211
C (-7.974127, 0.908157, -4.390560)  -0.2173
C (-7.413407, 2.029660, -3.517695)  -0.2213
S (-6.380147, 1.240240, -2.292603)  0.6701
O (-6.977430, 1.439318, -0.988856)  -0.3138
O (-4.991882, 1.554158, -2.565786)  -0.3480
C (-6.702745, -0.433696, -2.811721)  -0.2283
H (-8.228763, -1.246154, -4.132867)  0.1209
H (-8.854429, -0.259250, -2.800268)  0.1243
H (-7.304882, 0.733523, -5.241765)  0.1204
H (-8.955662, 1.175371, -4.794396)  0.1200
H (-6.812806, 2.731758, -4.101522)  0.1069
H (-8.209904, 2.565950, -2.994574)  0.1109
H (-6.719593, -1.097021, -1.945293)  0.1150
H (-5.904559, -0.730735, -3.498536)  0.1109

Atoms 1-2, force components in eV/Å:
0.1 -0.1 0.5
-1.5 0.2 0.0

3.
The following is a quantum chemistry calculation of a molecular structure, C29H48N4O7P2PdS, from the OMol25 dataset.

For the total energy, the calculation gives -3088.53001 hartree. Its energy relative to the best compared isomer or geometry (same formula, charge and spin) is 0.000 eV. The HOMO-LUMO gap is 6.077 eV. Its charge is -2. The highest occupied orbital energy comes out at -1.668 eV.

Last column: Löwdin charge in e.
Atoms and positions in Å:
Pd (0.130001, 0.447208, -0.083091)  0.7071
C (2.881698, 1.965413, -4.453728)  -0.0636
C (3.767155, 0.729120, -4.422193)  -0.4632
C (5.225714, 1.095893, -4.177788)  -0.0602
O (3.351240, -0.271957, -3.499245)  -0.2011
P (2.759416, -0.077477, -1.986601)  0.4494
O (3.061221, -1.338031, -1.271253)  -0.3011
C (1.101797, 0.452877, -2.039724)  -0.3222
P (-0.041579, 2.687401, -0.234974)  0.5507
O (-0.762248, 3.573839, 0.732924)  -0.3671
O (-0.598644, 3.022951, -1.760494)  -0.2837
C (-1.942384, 3.372535, -2.083745)  -0.4706
C (-2.979909, 2.506109, -1.389280)  -0.0708
C (-2.173447, 4.857274, -1.830692)  -0.0721
O (1.461363, 3.315833, -0.482205)  -0.2867
C (1.533701, 4.731281, -0.660732)  -0.4952
C (2.414847, 4.997707, -1.867473)  -0.0466
C (2.051711, 5.375517, 0.614758)  -0.0535
O (3.662573, 1.151858, -1.444188)  -0.2186
C (4.356894, 0.987921, -0.193479)  -0.4593
C (5.687365, 0.292632, -0.429397)  -0.0558
C (4.513260, 2.365490, 0.412206)  -0.0473
H (3.233958, 2.636273, -5.242193)  0.0776
H (2.922952, 2.497979, -3.503072)  0.0583
H (1.843960, 1.702188, -4.654690)  0.0818
H (3.696736, 0.234676, -5.397351)  0.1299
H (5.320255, 1.652448, -3.245703)  0.0636
H (5.602626, 1.711902, -4.998993)  0.0710
H (5.832491, 0.192052, -4.106420)  0.0791
H (0.590947, -0.251510, -2.703692)  0.0051
H (1.047663, 1.438611, -2.495312)  -0.0190
H (-2.008689, 3.185765, -3.161993)  0.1302
H (-3.051645, 2.768750, -0.334710)  0.0572
H (-2.726370, 1.446670, -1.467040)  0.0185
H (-3.956355, 2.663509, -1.857454)  0.0768
H (-2.075348, 5.057578, -0.763008)  0.0679
H (-3.174141, 5.147179, -2.165134)  0.0692
H (-1.437781, 5.456604, -2.373517)  0.0685
H (0.531445, 5.123574, -0.854402)  0.1099
H (3.394688, 4.534524, -1.726875)  0.0721
H (2.550135, 6.072343, -2.022368)  0.0719
H (1.956147, 4.567399, -2.758463)  0.0708
H (3.074373, 5.054270, 0.826668)  0.0654
H (1.405195, 5.085586, 1.442480)  0.0751
H (2.043998, 6.466072, 0.523180)  0.0720
H (3.740514, 0.368069, 0.461626)  0.1273
H (6.327007, 0.904741, -1.071691)  0.0709
H (5.520827, -0.674911, -0.901173)  0.0706
H (6.201260, 0.137576, 0.523214)  0.0752
H (5.107296, 3.004909, -0.248261)  0.0795
H (5.020398, 2.296246, 1.377791)  0.0798
H (3.532480, 2.814831, 0.549365)  0.0545
N (-0.736516, -2.645022, -1.875266)  0.0258
C (-1.483250, -2.390307, -0.640181)  -0.9114
S (-2.891785, -1.312087, -0.891799)  0.4918
N (-1.767820, -3.747577, -0.156689)  0.0575
C (-2.588559, -4.158294, 0.892616)  -0.2710
C (-3.875131, -3.659548, 1.129545)  -0.0570
C (-4.643618, -4.180659, 2.158473)  -0.1060
C (-4.185089, -5.217353, 2.960970)  -0.1382
C (-2.917116, -5.726980, 2.720709)  -0.1223
C (-2.130495, -5.200854, 1.710720)  -0.0595
H (-0.625148, -1.735416, -2.311526)  0.0231
H (-1.392958, -3.145621, -2.464510)  0.0609
H (-0.898426, -4.268621, -0.155705)  0.1053
H (-4.235410, -2.852683, 0.508787)  0.0185
H (-5.627521, -3.760143, 2.334694)  0.0923
H (-4.791881, -5.602115, 3.771241)  0.0816
H (-2.519758, -6.520326, 3.343915)  0.0882
H (-1.124491, -5.579217, 1.557165)  0.1032
N (-2.206413, -2.456168, 4.817420)  0.1376
C (-1.536388, -2.369180, 3.883226)  -0.1861
C (-0.677852, -2.286785, 2.741953)  -0.1981
C (0.423410, -3.051396, 2.678437)  -0.0500
C (1.239625, -3.034783, 1.484150)  -0.0737
C (0.776064, -2.462236, 0.358116)  -0.1246
N (-0.436395, -1.746946, 0.308181)  -0.0997
C (-0.979842, -1.308878, 1.631050)  -0.2534
H (0.667159, -3.725723, 3.491808)  0.1121
H (2.206641, -3.518787, 1.470169)  0.0939
H (1.316987, -2.523635, -0.570780)  0.0793
H (-2.058475, -1.231935, 1.485242)  0.0820
C (-2.556408, 1.280643, 2.046265)  -0.1199
O (-1.385904, 0.821012, 2.694234)  -0.1854
C (-0.456011, 0.123022, 1.876127)  -0.4768
C (0.853856, 0.217466, 2.647005)  -0.0793
H (-2.355425, 2.236378, 1.561508)  0.0377
H (-3.318745, 1.406297, 2.820203)  0.0811
H (-2.925767, 0.568753, 1.302101)  0.0400
H (0.735128, -0.158092, 3.672782)  0.0750
H (1.160982, 1.262861, 2.700064)  0.0682
H (1.647926, -0.356778, 2.163768)  0.0582

Atoms 1-2, force components in eV/Å:
-0.2 0.2 -0.3
0.0 0.0 0.0

Question: The highest charge belongs to which entry?
Answer: C29H48F2N2O5PS2

Question: The highest charge belongs to which entry?
Answer: C29H48F2N2O5PS2